A | Entry from the Open Molecules 2025 dataset: a structure of composition C12H33KNO12P (ωB97M-V/def2-TZVPD).

Each line ends with the Löwdin charge.
CARTESIAN COORDINATES (ANGSTROEM)
1 K -0.984 -0.543 -0.674  0.763
2 P -1.665 0.819 -3.666  -0.040
3 O -2.614 1.650 -4.567  -0.507
4 O -0.342 0.373 -4.418  -0.442
5 O -2.356 -0.492 -3.199  -0.530
6 O -1.287 1.697 -2.402  -0.493
7 C 1.072 3.999 -1.833  -0.286
8 C 0.925 3.319 -0.464  -0.220
9 O 0.584 1.912 -0.625  -0.201
10 O -0.143 4.301 -2.465  -0.095
11 H 1.730 3.484 -2.543  0.114
12 H 1.639 4.922 -1.626  0.096
13 H 0.063 3.761 0.053  0.105
14 H 1.785 3.281 0.210  0.096
15 H -0.105 1.904 -1.351  -0.021
16 H -0.644 3.435 -2.595  0.071
17 C -2.843 -3.330 0.962  -0.237
18 C -3.823 -4.475 0.688  -0.247
19 O -3.154 -5.676 0.336  -0.057
20 O -1.915 -3.191 -0.121  -0.111
21 H -2.296 -3.549 1.880  0.117
22 H -3.341 -2.356 0.982  0.118
23 H -4.497 -4.219 -0.138  0.122
24 H -4.445 -4.648 1.572  0.114
25 H -3.543 -6.385 0.849  0.074
26 H -2.525 -3.246 -0.873  0.099
27 C 2.082 -1.221 -3.052  -0.268
28 C 2.711 0.163 -3.105  -0.281
29 O 2.248 1.014 -4.147  -0.128
30 O 0.785 -1.112 -2.512  -0.209
31 H 2.679 -1.887 -2.419  0.091
32 H 2.148 -1.633 -4.066  0.116
33 H 3.792 0.137 -3.294  0.098
34 H 2.480 0.680 -2.165  0.095
35 H 1.244 0.936 -4.194  0.035
36 H 0.230 -0.655 -3.205  0.012
37 C 3.764 -2.054 0.954  -0.101
38 O 3.187 -1.321 2.037  -0.188
39 C 2.499 -0.193 1.535  -0.236
40 C 1.330 0.276 2.406  -0.189
41 N 0.203 -0.583 2.043  -0.090
42 C -1.003 -0.323 2.860  -0.194
43 C -1.520 1.103 2.803  -0.202
44 O -0.839 1.997 3.678  -0.203
45 C -1.645 3.099 4.064  -0.110
46 H 2.942 -2.439 0.345  0.089
47 H 4.415 -2.795 1.412  0.079
48 H 4.343 -1.446 0.251  0.086
49 H 2.217 -0.227 0.478  0.116
50 H 3.199 0.655 1.470  0.123
51 H 1.133 1.317 2.158  0.111
52 H 1.577 0.153 3.469  0.123
53 H 0.519 -1.487 2.384  0.109
54 H -0.717 -0.643 3.871  0.119
55 H -1.791 -1.003 2.529  0.096
56 H -2.564 1.078 3.132  0.114
57 H -1.429 1.493 1.784  0.136
58 H -2.603 2.717 4.425  0.078
59 H -1.829 3.835 3.276  0.090
60 H -1.063 3.619 4.824  0.082

Values from the calculation:
highest occupied orbital energy = 0.5411 eV
net charge = -2
frontier orbital gap = 2.85 eV
multiplicity = 1

=====

B | Entry from the Open Molecules 2025 dataset: a structure of composition C12H33KNO12P (ωB97M-V/def2-TZVPD).

Each line ends with the Löwdin charge.
CARTESIAN COORDINATES (ANGSTROEM)
1 K 2.280 14.587 8.438  0.843
2 P 4.425 17.086 8.074  -0.001
3 O 3.547 17.216 9.384  -0.450
4 O 5.773 17.884 8.286  -0.513
5 O 3.656 17.688 6.856  -0.503
6 O 4.631 15.574 7.815  -0.487
7 C 1.357 16.655 11.916  -0.236
8 C 1.065 18.050 11.407  -0.301
9 O 2.194 18.713 10.939  -0.045
10 O 1.723 15.921 10.743  -0.169
11 H 0.585 16.157 12.503  0.101
12 H 2.179 16.701 12.630  0.104
13 H 0.736 18.631 12.269  0.096
14 H 0.182 18.041 10.769  0.105
15 H 2.597 18.201 10.234  0.005
16 H 2.558 16.287 10.443  -0.020
17 C 4.802 15.346 12.121  -0.253
18 C 5.438 14.345 11.147  -0.280
19 O 4.788 14.171 9.972  -0.114
20 O 4.750 16.642 11.556  -0.067
21 H 5.342 15.435 13.064  0.098
22 H 3.815 15.045 12.474  0.091
23 H 5.525 13.379 11.645  0.098
24 H 6.445 14.645 10.856  0.126
25 H 5.021 14.824 9.309  0.022
26 H 4.277 16.590 10.723  -0.014
27 C 5.344 12.586 6.578  -0.272
28 C 6.161 12.432 5.237  -0.257
29 O 6.654 13.701 4.950  -0.055
30 O 4.238 13.446 6.571  -0.094
31 H 6.058 12.664 7.398  0.119
32 H 4.839 11.645 6.796  0.087
33 H 5.466 12.163 4.441  0.105
34 H 6.892 11.625 5.271  0.094
35 H 7.136 14.038 5.709  0.094
36 H 4.477 14.226 7.076  -0.042
37 C 3.835 11.467 9.280  -0.108
38 O 2.571 11.866 8.780  -0.243
39 C 1.399 11.108 9.104  -0.212
40 C 0.293 11.551 8.225  -0.218
41 N -0.168 12.907 8.555  -0.070
42 C -1.061 13.514 7.553  -0.188
43 C -2.471 12.847 7.532  -0.204
44 O -3.102 13.165 8.782  -0.163
45 C -4.192 12.343 9.045  -0.146
46 H 3.805 11.568 10.365  0.091
47 H 4.546 12.187 8.874  0.054
48 H 4.228 10.487 9.009  0.085
49 H 1.219 11.155 10.178  0.130
50 H 1.562 10.051 8.892  0.117
51 H -0.504 10.838 8.436  0.104
52 H 0.447 11.469 7.149  0.135
53 H -0.734 12.840 9.389  0.109
54 H -0.686 13.426 6.534  0.122
55 H -1.119 14.581 7.770  0.122
56 H -2.136 11.825 7.352  0.104
57 H -2.977 13.190 6.629  0.118
58 H -4.874 12.243 8.200  0.078
59 H -4.906 12.810 9.723  0.083
60 H -3.896 11.350 9.384  0.087

Values from the calculation:
highest occupied orbital energy = 0.8034 eV
net charge = -2
frontier orbital gap = 2.59 eV
multiplicity = 1

=====

Verdict on stability: B comes out at the bottom.

=====

A | Entry from the Open Molecules 2025 dataset: an isolated molecule of C2H2N2O (ωB97M-V/def2-TZVPD).

Each line ends with the Löwdin charge.
CARTESIAN COORDINATES (ANGSTROEM)
1 C -0.634 0.508 -0.037  -0.150
2 C 0.745 0.173 0.057  -0.161
3 N 0.928 -1.133 0.018  0.115
4 O -0.429 -1.532 -0.030  -0.115
5 N -1.294 -0.586 0.069  0.045
6 H -0.915 1.542 -0.033  0.104
7 H 1.598 1.028 -0.044  0.163

Values from the calculation:
highest occupied orbital energy = -11.3730 eV
frontier orbital gap = 12.01 eV
SMILES = c1cnon1
multiplicity = 1

=====

B | Entry from the Open Molecules 2025 dataset: an isolated molecule of C2H2N2O (ωB97M-V/def2-TZVPD).

Each line ends with the Löwdin charge.
CARTESIAN COORDINATES (ANGSTROEM)
1 N 2.427 0.748 -0.270  0.178
2 C 1.437 0.276 0.062  -0.293
3 N 0.335 -0.244 0.578  0.033
4 C -0.954 -0.063 0.010  -0.199
5 O -0.404 -1.291 -0.295  0.026
6 H -1.765 -0.060 0.737  0.124
7 H -1.077 0.634 -0.822  0.132

Values from the calculation:
highest occupied orbital energy = -11.0671 eV
frontier orbital gap = 11.08 eV
SMILES = N#CN1CO1
multiplicity = 1

=====

C | Entry from the Open Molecules 2025 dataset: an isolated molecule of C2H2N2O (ωB97M-V/def2-TZVPD).

Each line ends with the Löwdin charge.
CARTESIAN COORDINATES (ANGSTROEM)
1 C -0.063 0.345 -1.047  -0.196
2 N 1.115 0.116 -0.482  0.053
3 N 0.784 -0.406 0.810  0.035
4 C -0.471 -0.271 0.969  -0.177
5 O -1.092 0.156 -0.210  0.012
6 H -0.267 0.844 -2.001  0.135
7 H -1.091 -0.506 1.852  0.139

Values from the calculation:
highest occupied orbital energy = -10.8115 eV
frontier orbital gap = 11.72 eV
SMILES = c1nnco1
multiplicity = 1

=====

Verdict on stability: B comes out at the bottom.

=====

A | Entry from the Open Molecules 2025 dataset: an isolated molecule of C3H6N2OS2 (ωB97M-V/def2-TZVPD).

Each line ends with the Löwdin charge.
CARTESIAN COORDINATES (ANGSTROEM)
1 C -2.224 -0.490 0.213  -0.086
2 C -0.774 -0.199 -0.022  -0.620
3 N -0.267 0.959 -0.185  -0.029
4 O -1.269 1.935 -0.195  -0.061
5 S 0.369 -1.598 -0.114  0.963
6 N 1.832 -0.873 -0.526  -0.429
7 C 2.628 -0.241 0.354  -0.813
8 S 4.068 0.497 0.002  0.573
9 H -2.819 -0.297 -0.702  0.101
10 H -2.362 -1.527 0.491  0.060
11 H -2.635 0.087 1.037  0.085
12 H -0.742 2.748 -0.196  0.100
13 H 1.964 -0.693 -1.523  0.099
14 H 2.230 -0.308 1.365  0.055

Values from the calculation:
highest occupied orbital energy = -8.6427 eV
frontier orbital gap = 9.10 eV
SMILES = C/C(=N\O)SNC=S
multiplicity = 1

=====

B | Entry from the Open Molecules 2025 dataset: a cluster of 2 separate species, C3H6N2OS2 in total (ωB97M-V/def2-TZVPD).

Each line ends with the Löwdin charge.
CARTESIAN COORDINATES (ANGSTROEM)
1 C 2.604 0.936 -0.087  -0.088
2 C 2.314 -0.587 -0.229  -0.682
3 C -1.522 0.361 -0.119  -0.474
4 H 3.736 1.083 0.026  0.100
5 H 2.121 1.376 0.848  0.081
6 H 2.092 1.613 -0.845  0.089
7 H -2.041 1.290 -0.397  0.110
8 H -2.009 -1.896 0.417  0.240
9 H -4.383 -0.451 1.047  -0.171
10 N -0.290 0.296 0.117  -0.257
11 N -2.355 -0.741 -0.290  -0.493
12 O 3.136 -1.490 -0.466  -0.046
13 S 0.654 -1.249 0.214  0.893
14 S -4.056 -0.543 -0.236  0.697

Values from the calculation:
highest occupied orbital energy = -9.1605 eV
frontier orbital gap = 8.91 eV
multiplicity = 1

=====

Verdict on stability: B comes out at the bottom.